1.
12
Properties=species:S:1:pos:R:3 method="wB97M-V/def2-TZVPD" multiplicity=1 total_charge=0 lumo_ev=0.5 homo_ev=-9.689 gap_ev=10.212
C -0.18255 -1.19378 -0.65915
C 0.34612 -0.07593 -0.11975
C -1.44830 -1.02819 -0.02358
C -0.98831 0.30070 0.66118
C 1.56163 0.72179 -0.10022
O -2.40861 -1.70881 0.13436
Cl -1.83027 1.64360 -0.14180
H 0.35787 -2.01132 -1.20705
H -0.75803 0.44883 1.68932
H 1.80051 1.01869 0.88424
H 1.23879 1.70498 -0.52943
H 2.31114 0.17946 -0.58814


2.
13
Properties=species:S:1:pos:R:3 method="wB97M-V/def2-TZVPD" multiplicity=1 total_charge=0 lumo_ev=0.9 homo_ev=-8.225 smiles=COc1cc(Cl)co1 gap_ev=9.076
C 0.25914 -0.24429 -3.31723
C 0.42420 0.09570 -0.96523
C 0.80132 0.52773 0.28042
C -0.19360 -0.02136 1.15768
C -1.11618 -0.62104 0.40286
H 0.80483 0.13562 -4.12180
H 0.36933 -1.30860 -3.35250
H -0.79127 0.05489 -3.38998
H 1.65108 1.12652 0.55113
H -2.04633 -1.09441 0.61839
O 0.93074 0.31891 -2.16079
O -0.67556 -0.66258 -0.87191
Cl -0.18108 0.31853 2.85913


3.
13
Properties=species:S:1:pos:R:3 method="wB97M-V/def2-TZVPD" multiplicity=1 total_charge=0 lumo_ev=-1.0 homo_ev=-8.514 gap_ev=7.510
C 1.02246 0.29836 1.59965
C 0.05382 -0.47201 0.74233
C -0.36221 -0.15332 -0.51778
C 0.16615 1.09749 -1.16618
C -1.30489 -0.86932 -1.38615
H 1.43398 1.19382 1.11748
H 0.50661 0.58607 2.53565
H 1.81338 -0.36242 1.87445
H 0.93414 1.65922 -0.63032
H -1.55301 -0.27886 -2.24461
O -0.21871 1.50187 -2.22641
S -1.97762 -2.33241 -1.26804
Cl -0.51412 -1.86851 1.56994


4.
13
Properties=species:S:1:pos:R:3 method="wB97M-V/def2-TZVPD" multiplicity=1 total_charge=0 lumo_ev=-0.8 homo_ev=-8.796 smiles="C=CSC(=S)C(=C)Cl" gap_ev=8.008
C -1.62360 -0.19079 0.20779
C -0.81754 -0.89261 0.96837
C -1.38132 1.20295 -0.10438
C 1.08951 0.10552 -0.75401
C 2.33462 0.10732 -0.13661
H 0.01077 -0.54672 1.74086
H -0.82045 -2.06817 0.77546
H 0.70625 -0.66752 -1.36301
H 2.92533 -0.86453 -0.31867
H 2.70166 0.65434 0.65609
S -2.48522 2.35518 0.07104
S 0.22967 1.66018 -0.84476
Cl -2.86969 -0.85515 -0.89817


5.
16
Properties=species:S:1:pos:R:3 method="wB97M-V/def2-TZVPD" multiplicity=1 total_charge=-1 lumo_ev="3.7 / 3.4" homo_ev="-4.601 / -3.318" gap_ev="8.325 / 6.730"
C 3.57756 -1.01755 0.67838
C -1.02600 1.35204 -0.24783
C 0.77917 -0.29011 -0.20812
C 3.16056 0.04831 -0.33426
C 1.91653 0.76155 -0.11848
N -0.36080 0.33028 0.36168
O 4.25737 -1.92942 0.21446
O 3.07080 -0.88335 1.77492
F 3.33540 -0.25282 -1.73597
F 1.82614 1.43966 1.04488
F 1.59516 1.63059 -1.10556
H -1.32744 2.10932 0.36017
H -0.91111 1.54653 -1.32856
H 0.49635 -0.60346 -1.22311
H 1.34202 -1.15092 0.40414
H -0.41734 0.48101 1.33611


6.
15
Properties=species:S:1:pos:R:3 method="wB97M-V/def2-TZVPD" multiplicity=1 total_charge=0 lumo_ev=-0.2 homo_ev=-9.482 gap_ev=9.240
C -1.53078 -0.12822 0.17089
C -0.39901 0.22462 -0.49404
C -2.74989 0.23603 -0.41029
C 0.97258 -0.06535 0.12236
C -4.10707 0.05276 0.43720
O -2.85289 0.66419 -1.54309
O -0.25276 0.70762 -1.73008
F -3.92014 0.00102 1.76006
I -4.80212 -1.91056 -0.07265
I -5.44354 1.62708 -0.04059
H -1.29467 -0.57835 1.12966
H 1.06860 0.23107 1.26744
H 1.24560 -1.08093 0.16146
H 1.69499 0.35902 -0.44194
H -1.15932 0.87624 -2.23791


7.
16
Properties=species:S:1:pos:R:3 method="wB97M-V/def2-TZVPD" s2=0.76 multiplicity=2 total_charge=+2 lumo_ev="-12.2 / -12.4" homo_ev="-16.362 / -16.339" gap_ev="4.181 / 3.909"
C 0.02437 -0.68207 -1.49989
C 0.81641 -1.20655 -0.29832
O 2.15215 -1.29885 -0.75198
C 2.25840 -0.81177 -1.99425
O 1.08131 -0.35756 -2.43065
O 3.29548 -0.68669 -2.57948
O -0.80546 0.30099 -1.37540
F -0.63268 -1.76401 -2.09978
H 0.46433 -2.17629 0.06362
Lu -2.42726 1.23703 -0.23145
H 0.64832 -0.51935 0.69875
C -1.21156 2.03876 2.51771
C -1.38249 0.79958 2.07755
H -0.50343 2.73387 2.05149
H -1.83237 2.42707 3.33859
H -1.94554 -0.03417 2.51350


8.
12
Properties=species:S:1:pos:R:3 method="wB97M-V/def2-TZVPD" multiplicity=1 total_charge=0 lumo_ev=0.6 homo_ev=-8.713 gap_ev=9.300
C 1.40044 -1.37504 -0.16465
C 0.04225 0.04917 -1.24321
C -0.48785 0.59162 -0.10745
C -0.47851 0.32071 1.27367
C -0.43627 -0.09564 2.39896
H 2.13184 -0.76791 0.53449
H 0.45607 -1.50518 0.53543
H 1.96406 -2.39138 -0.44669
H -0.61522 0.25222 -2.18137
H -0.06472 -0.54113 3.32216
O 1.15878 -0.68346 -1.29743
F -1.48696 1.49736 -0.48095


9.
12
Properties=species:S:1:pos:R:3 method="wB97M-V/def2-TZVPD" multiplicity=1 total_charge=0 lumo_ev=-0.1 homo_ev=-9.573 smiles="C=C/C(C=O)=C/F" gap_ev=9.498
C 0.18993 1.14830 0.17509
C -0.21849 -0.15110 0.15994
C -1.63091 -0.52304 0.25497
C -2.63844 0.14733 -0.28970
C 0.79619 -1.28141 -0.05606
H -0.46054 1.99115 0.16997
H -1.89742 -1.36122 0.88951
H -2.55617 1.05354 -0.87722
H -3.64877 -0.25822 -0.15397
H 0.33348 -2.31916 -0.02692
O 1.98708 -1.11702 -0.16541
F 1.48257 1.53218 -0.01594


10.
13
Properties=species:S:1:pos:R:3 method="wB97M-V/def2-TZVPD" multiplicity=1 total_charge=0 lumo_ev=0.7 homo_ev=-9.504 smiles="O[C@H]1C(F)=C[C@@H]2O[C@@H]21" gap_ev=10.176
C -0.43945 -0.42788 0.67481
C -0.93637 -0.62527 -0.76250
C -0.18468 0.37211 -1.61310
C 0.86836 0.96621 -0.78304
C 0.69608 0.46592 0.45695
H -0.70298 -2.22678 1.41535
H -1.23772 -0.10030 1.31874
H -1.29153 -1.56004 -1.11198
H -0.10207 0.29593 -2.72049
H 1.56187 1.83694 -1.16390
O 0.03489 -1.63628 1.27999
O -1.55366 0.51636 -1.16113
F 1.54433 0.68968 1.49697


11.
13
Properties=species:S:1:pos:R:3 method="wB97M-V/def2-TZVPD" multiplicity=1 total_charge=0 lumo_ev=0.4 homo_ev=-9.303 smiles="FC1=C[C@@H]2O[C@@H]2[C@H]1S" gap_ev=9.752
C -0.95969 0.56886 0.37609
C -0.18408 0.70082 -1.01789
C 1.08124 0.07744 -0.83802
C 1.13395 -0.55219 0.52090
C -0.02620 -0.17013 1.17581
H -1.04849 -1.63927 -0.40785
H -1.25229 1.52816 0.88975
H -0.95124 0.59470 -1.80854
H 1.83277 -0.23345 -1.48822
H 1.84589 -1.09584 1.12340
O 0.90953 1.59740 -0.86347
F -0.16883 -0.63717 2.48333
S -2.21256 -0.73933 -0.14529


12.
13
Properties=species:S:1:pos:R:3 method="wB97M-V/def2-TZVPD" multiplicity=1 total_charge=0 lumo_ev=-0.6 homo_ev=-9.440 gap_ev=8.803
C -0.21695 -0.91073 -0.17706
C -0.33033 0.20234 0.97529
C 0.54326 1.25115 0.71276
C 0.85397 1.07172 -0.87559
C 0.57146 -0.14543 -1.20331
H -2.80818 -1.73464 0.62725
H 0.68338 -1.62720 0.32649
H -1.17827 -0.15185 1.70784
H 0.67657 2.20765 1.35037
H 1.14357 2.03658 -1.60635
O 1.04219 0.09279 1.45064
F 0.79822 -0.79093 -2.37901
S -1.77888 -1.50144 -0.90933


13.
13
Properties=species:S:1:pos:R:3 method="wB97M-V/def2-TZVPD" multiplicity=1 total_charge=0 lumo_ev=0.0 homo_ev=-8.931 smiles="C=C/C(=C/F)OC=S" gap_ev=8.903
C -0.29088 1.38002 0.12588
C -0.09587 0.08980 0.38414
C 2.27267 0.20107 0.04033
C -0.79326 -1.10922 -0.13597
C -2.15534 -1.18090 0.02775
H -1.33010 1.80110 -0.21276
H 1.93714 1.18655 -0.60199
H -0.07129 -1.77875 -0.78948
H -2.41201 -0.24567 0.66150
H -2.67497 -2.10093 -0.26214
O 1.19704 -0.11932 0.78175
F 0.59612 2.39366 -0.04254
S 3.82075 -0.51741 0.02352


14.
16
Properties=species:S:1:pos:R:3 method="wB97M-V/def2-TZVPD" multiplicity=1 total_charge=0 lumo_ev=-1.0 homo_ev=-9.358 smiles="C=Nn1c(CI)ncnc1=O" gap_ev=8.320
C -1.71947 0.47868 -2.21395
C -0.12498 -0.34406 -0.80945
C -2.03167 1.33900 -0.13236
C 0.48094 1.12668 2.03282
C 0.86541 -1.34086 -0.51391
N -2.36353 1.24956 -1.33578
N -0.64066 -0.26319 -2.01465
N -0.24594 0.32685 1.42953
N -0.63722 0.41184 0.14733
O -2.52013 1.76718 0.83737
I 2.88313 -0.35086 -0.73942
H -2.17641 0.35974 -3.23383
H 0.83979 0.99304 3.07533
H 1.16386 1.85302 1.44395
H 1.01231 -2.27760 -1.09780
H 0.95171 -1.48057 0.53044


15.
18
Properties=species:S:1:pos:R:3 method="wB97M-V/def2-TZVPD" s2=3.78 multiplicity=4 total_charge=0 lumo_ev="-1.3 / -2.0" homo_ev="-7.734 / -7.918" gap_ev="6.469 / 5.935"
Tc 0.31034 0.16325 0.62329
S -4.74698 -0.23215 -4.53666
C -3.56960 -0.14318 -3.41330
S -2.87574 1.35366 -2.86279
C -1.71574 0.66109 -1.76341
C -1.71935 -0.67623 -1.65405
S -0.62481 -1.55627 -0.59855
S -2.88628 -1.53442 -2.62266
S -0.59599 1.68109 -0.87797
C 1.61378 -0.01972 3.48401
O 0.69449 0.16281 2.44053
H 2.63726 0.00789 3.10016
H 1.42277 -0.97994 3.96607
H 1.47816 0.78731 4.20526
I 3.15051 1.75255 0.46939
C 2.26928 -0.15435 0.14024
H 2.75211 -0.86566 0.80674
H 2.40578 -0.40774 -0.90632


16.
11
Properties=species:S:1:pos:R:3 method="wB97M-V/def2-TZVPD" multiplicity=1 total_charge=0 lumo_ev=0.9 homo_ev=-9.215 smiles="N#CCC1C=C1" gap_ev=10.135
C 1.20311 1.20498 -0.17172
C -0.21774 1.43599 0.01809
C -0.24609 -1.28122 0.70835
C -0.78594 -0.25145 -0.05291
C 0.41539 -1.26285 -0.42129
N 1.84479 0.19560 -0.07750
H -0.52865 2.19614 0.74884
H -0.50477 1.70367 -1.00591
H -0.30652 -1.93860 1.62328
H -1.83483 -0.29254 -0.22314
H 0.96125 -1.70972 -1.14610


17.
11
Properties=species:S:1:pos:R:3 method="wB97M-V/def2-TZVPD" multiplicity=1 total_charge=0 lumo_ev=0.4 homo_ev=-8.228 gap_ev=8.615
C 1.31723 1.40602 -1.32097
C 1.23736 1.31973 0.10686
C -1.43623 -1.15636 0.86676
C -0.71568 -0.03901 1.13944
C 0.66319 0.16730 -1.07365
N 0.08569 0.45972 0.15155
H 2.20610 1.59963 -1.90467
H -2.12110 -1.72341 1.43982
H -1.50571 -1.53948 -0.15356
H -0.64598 0.68650 2.02429
H 0.91513 -1.18064 -1.27587


18.
11
Properties=species:S:1:pos:R:3 method="wB97M-V/def2-TZVPD" multiplicity=1 total_charge=0 lumo_ev=0.6 homo_ev=-10.457 gap_ev=11.105
C -1.61143 -0.30667 -0.33232
C -0.54187 0.70271 -0.27606
C 0.28132 1.65210 -0.42550
C 1.02213 0.39943 0.59506
C 1.88595 -0.49530 -0.17848
N 2.54435 -1.22830 -0.78545
H -2.39249 0.08627 -0.99173
H -2.05832 -0.50340 0.64829
H -1.24949 -1.24696 -0.76347
H 1.62695 1.12199 1.14774
H 0.49292 -0.18188 1.36191


19.
11
Properties=species:S:1:pos:R:3 method="wB97M-V/def2-TZVPD" multiplicity=1 total_charge=0 lumo_ev=0.8 homo_ev=-10.434 smiles="C=C1C[C@@H]1C#N" gap_ev=11.206
C 1.67508 0.00457 0.98940
C 0.74822 0.21861 0.07761
C 0.00389 0.55441 -1.10700
C -0.59704 -0.47043 -0.14215
C -1.94156 -0.17847 0.32215
N -3.06607 0.01451 0.53108
H 2.71391 0.29506 1.16053
H -0.50942 1.50912 -1.03678
H 0.27668 0.20906 -2.09347
H -0.49971 -1.52385 -0.40541
H 1.19602 -0.63260 1.70405


Calculated total energy in order - -728.8893 -804.1478 -1127.0896 -1449.9723 -698.2874 -1039.2134 -1829.0203 -368.4599 -368.5559 -443.7759 -766.6884 -766.5959 -766.6493 -785.4037 -2638.1492 -248.0781 -248.0245 -248.1117 -248.1748 Eh